1.
ORCA calculation (ωB97M-V/def2-TZVPD) on a structure of composition C20H36Cl2MgN2O6P.

Geometry as XYZ:
```
68
Properties=species:S:1:pos:R:3:forces:R:3
O 1.76189 -0.57846 -2.06588 -0.7335 -0.9944 1.7417
C 2.18507 -0.05214 -3.09433 1.3020 0.2215 -4.2274
C 2.72539 -0.71527 -4.33054 -0.7813 1.0133 2.2863
C 2.96091 -2.10543 -4.40308 0.2564 -0.9217 -0.6368
H 2.73244 -2.71014 -3.52204 0.0600 0.1173 -0.2918
C 3.45943 -2.68455 -5.58220 -0.4924 0.3995 0.7110
H 3.57049 -3.76941 -5.64580 0.1022 0.2550 0.0852
C 3.75058 -1.89230 -6.70056 0.0650 -0.3643 -0.0666
H 4.12432 -2.35137 -7.61445 -0.0590 0.1050 0.1472
C 3.53109 -0.50975 -6.63076 -0.4255 0.5687 0.6498
H 3.73047 0.11293 -7.50334 0.0030 -0.0684 0.1746
C 3.01652 0.06979 -5.46907 0.4855 -0.1152 -0.8573
H 2.84266 1.14823 -5.41228 0.0356 -0.2552 -0.1014
H 2.09977 1.04033 -3.25666 0.1168 -0.1485 -0.0399
C 3.71987 1.86231 -0.34983 0.3705 0.1983 0.0248
C 2.28956 2.28534 -0.15876 -0.5412 0.6947 1.9579
H 4.37572 2.65461 0.03305 -0.1057 0.0813 -0.3388
H 3.98859 1.65404 -1.38876 -0.2101 -0.0905 0.1995
H 3.99256 1.00765 0.29087 -0.4434 -0.0201 -0.4615
C 1.82272 2.82697 0.99297 0.5109 -0.3181 -0.6956
C 2.72348 3.37963 2.05969 0.2548 0.0378 0.4553
H 0.74306 2.95124 1.16454 0.5320 0.1195 -0.4018
H 3.76225 3.56546 1.70991 -0.7136 -0.1791 0.1988
H 2.78387 2.74103 2.96423 -0.0365 0.2589 -0.3519
H 2.29630 4.34866 2.37324 0.2426 -0.3479 0.0375
Mg -0.01625 -0.37795 0.30517 0.6497 -0.2149 -0.2636
Cl 1.32036 -2.25776 0.24160 0.1709 0.0297 0.5024
Cl 1.11880 2.16313 -1.41836 -0.2164 0.1760 -0.1784
C 0.91583 -0.32993 3.24599 -0.9606 0.2209 -0.9416
O 0.17801 0.03380 2.28720 0.8893 -0.4389 1.6131
N 0.52287 -0.38535 4.52308 0.1841 -0.0482 -0.0177
C -0.84099 -0.07735 4.96257 0.1609 0.0761 -0.0384
C 1.46372 -0.75727 5.58200 0.0577 0.0445 -0.1925
H 1.95748 -0.65543 3.07695 -0.3339 0.1452 -0.0499
H -1.48393 0.01117 4.08573 0.0722 0.0235 0.1928
H -0.84791 0.86773 5.53109 -0.0536 -0.3162 -0.2389
H -1.19444 -0.89358 5.61448 0.0818 0.2769 -0.2749
H 2.41450 -1.05221 5.12333 -0.1963 0.0374 0.1679
H 1.06678 -1.60207 6.16791 0.1042 0.2904 -0.2508
H 1.64752 0.09211 6.26120 -0.1349 -0.2664 -0.2541
H -3.97757 3.20106 1.46656 0.0425 -0.2098 -0.1064
H -4.98827 2.99783 -1.08549 0.2995 0.0278 0.0219
C -3.01185 3.27826 0.94251 0.0911 0.1626 -0.2436
C -3.92893 3.06740 -1.37885 -0.0716 -0.2142 0.1928
N -3.05380 2.54154 -0.32654 0.3878 0.0206 -0.2519
H -2.22057 2.87500 1.57709 -0.1276 0.0624 -0.1113
C -2.28865 1.47929 -0.57508 0.5157 -0.0870 0.7946
O -1.34492 1.08865 0.18007 -1.3168 0.3659 -0.8157
H -3.77347 2.48089 -2.29278 -0.0762 0.1998 0.1899
H -2.54988 0.93273 -1.49706 0.2666 0.2591 0.2012
H -2.83589 4.34486 0.74174 0.1143 -0.3152 0.0307
H -3.67709 4.12140 -1.57234 -0.0533 -0.3777 0.0583
C -1.07425 -4.32765 1.25021 0.5376 -0.2139 0.2159
O -1.92133 -3.65483 0.30016 -0.1395 0.8266 0.1363
P -2.10603 -2.04806 0.42439 -0.5281 -0.2665 0.6963
O -3.21926 -1.74193 -0.70888 0.4846 -0.2102 -0.0683
C -3.86749 -2.73464 -1.50076 -0.4138 -0.0883 -0.1839
O -2.97456 -2.00082 1.82370 0.1314 -0.1239 -0.6334
C -3.76901 -0.84526 2.14873 0.0609 0.1376 0.1417
H -0.10082 -3.81236 1.38581 -0.6555 -0.1878 -0.2724
H -0.88352 -5.31487 0.80959 -0.0979 0.2462 0.3029
H -1.56888 -4.41167 2.23005 -0.0700 -0.0629 -0.4112
H -3.14985 -3.32053 -2.07947 -0.0015 0.0475 0.1920
H -4.47536 -3.38910 -0.87374 0.0938 -0.0447 -0.0472
H -4.52448 -2.20538 -2.19584 0.1046 -0.0129 0.1410
H -4.38529 -0.51723 1.29340 0.1747 -0.1848 0.3350
H -4.40669 -1.13863 2.99372 0.1221 0.1300 -0.3380
H -3.13362 -0.00441 2.46901 -0.1456 -0.1702 -0.1416
```
Forces are in eV/Å.

The LUMO energy (spin up / spin down) comes out at 2.11 / 2.09 eV. As for the net charge: -1. As for the total energy: -2806.50056 hartree. Its HOMO-LUMO gap (spin up / spin down) is 2.09 / 3.15 eV. The spin multiplicity is 1. The HOMO energy (spin up / spin down) comes out at 0.027 / -1.064 eV.

2.
ORCA calculation (ωB97M-V/def2-TZVPD) on a structure of composition C5H8N2.

Geometry as XYZ:
```
15
Properties=species:S:1:pos:R:3:forces:R:3
C -1.92611 -0.40279 -1.76836 -0.0804 -0.0016 -0.0293
C -0.69324 -0.98558 -1.13208 0.0941 0.3341 0.2282
C 0.19038 -0.23740 -0.46833 -0.1404 -0.2238 0.1119
C 1.00416 0.19748 0.50295 -0.2551 -0.0469 -0.0642
N 2.30562 0.75109 0.33907 -0.0094 0.1325 -0.1370
C 0.53632 0.02393 1.88075 -0.1290 -0.0443 -0.0604
N -0.66510 -0.30094 2.16248 0.3332 0.0785 0.1161
H -2.24495 0.55762 -1.34520 0.1021 -0.1186 -0.0566
H -1.77965 -0.28963 -2.84820 0.0273 -0.0533 0.1514
H -2.73348 -1.13286 -1.65384 0.1270 0.1030 -0.0342
H 0.52058 -0.52096 -1.62065 0.1009 0.0616 -0.1020
H 2.38118 1.66282 0.77908 -0.0118 -0.0824 -0.0773
H 2.56659 0.85163 -0.63415 -0.0118 -0.0585 0.1174
H 1.31479 0.21315 2.63444 -0.1337 -0.0605 -0.0518
H -0.77708 -0.38755 3.17204 -0.0131 -0.0199 -0.1121
```
Forces are in eV/Å.

The LUMO energy comes out at 0.70 eV. As for the total energy: -304.65318 hartree. Its HOMO-LUMO gap is 7.96 eV. The spin multiplicity is 1. The HOMO energy comes out at -7.254 eV.

3.
ORCA calculation (ωB97M-V/def2-TZVPD) on a structure of composition B2CuH26O9.

Geometry as XYZ:
```
38
Properties=species:S:1:pos:R:3:forces:R:3
Cu -0.99277 0.01132 -1.47227 1.3921 0.4124 0.3190
B -0.28215 -0.25140 0.67561 0.2171 -0.5253 -0.8189
H 0.43077 0.21941 0.01659 2.6445 2.0315 -2.5046
H -1.27956 0.13943 0.54655 -3.9704 1.6662 -0.4540
H -0.29199 -1.28757 0.37478 -0.0272 -3.8299 -0.6707
H 0.07041 -0.13105 1.68826 0.8086 0.5475 3.3425
B 3.24688 2.00357 -1.32614 -0.0627 -0.1665 0.8452
H 2.72248 2.27504 -2.22921 -2.1478 1.4797 -4.0267
H 3.04879 0.97051 -1.08572 -0.8226 -4.1216 1.2399
H 4.28517 2.08122 -1.60930 3.9579 0.2377 -1.1752
H 2.95532 2.69459 -0.55043 -1.2161 2.4973 3.0319
O 0.18085 2.57128 1.44482 -0.3598 0.5844 0.0133
H -0.10894 1.66834 1.31464 0.1262 -0.0113 -0.0031
H 1.10725 2.49542 1.67343 0.2645 0.0892 -0.0871
O 2.58185 0.02605 1.94184 0.3127 -0.2439 0.3439
H 1.64513 0.00236 1.74632 -0.0411 -0.0342 -0.0721
H 2.81895 0.95054 1.86879 0.2952 0.1803 -0.2335
O -3.04716 -1.17867 -1.11411 0.4981 0.3254 -0.2463
H -3.86616 -1.33436 -1.58447 -0.1832 0.0084 -0.3760
H -3.27760 -1.28072 -0.19069 0.1975 0.0154 0.4513
O 0.66951 1.14597 -2.25461 -3.7265 -0.9876 -0.5920
H 0.75534 1.35034 -3.18579 0.0138 0.0626 -0.3856
H 1.55492 1.24485 -1.90461 2.4863 0.2443 1.3303
O -2.50190 0.96341 2.67293 -0.4585 0.3833 0.1496
H -1.75365 0.71502 2.13010 0.2224 -0.0493 0.0610
H -3.13047 0.25112 2.55560 -0.1035 -0.1753 0.1441
O -0.13565 -2.00146 -1.92636 -0.5160 1.0960 -0.7772
H -0.52065 -2.71016 -2.44187 -0.2229 -0.1072 -0.2134
H 0.31948 -2.44516 -1.21067 0.3553 -0.3572 0.8068
O 0.82644 -4.06402 0.04197 -0.3263 0.2379 -0.4588
H 1.55992 -4.61807 -0.22498 0.2262 -0.1954 -0.0875
H 1.21222 -3.42990 0.64637 0.0809 0.2294 0.5122
O -1.11234 -2.08989 2.63420 -0.3517 -0.6384 0.6123
H -2.03854 -2.27110 2.47436 -0.1952 -0.2161 0.1446
H -0.87527 -1.44558 1.96719 0.2201 -0.0204 -0.0297
O -2.09660 1.89877 -1.34327 0.0715 -0.6390 -0.3339
H -3.02430 2.11244 -1.44296 -0.3655 -0.2429 0.0270
H -1.65616 2.74821 -1.31693 0.7059 0.2325 0.1713
```
Forces are in eV/Å.

The LUMO energy (spin up / spin down) comes out at -1.40 / -4.45 eV. As for the total energy: -2382.59915 hartree. Its HOMO-LUMO gap (spin up / spin down) is 7.68 / 4.07 eV. The spin multiplicity is 2. The HOMO energy (spin up / spin down) comes out at -9.078 / -8.520 eV.

4.
ORCA calculation (ωB97M-V/def2-TZVPD) on the molecule C2H4O4.

Geometry as XYZ:
```
10
Properties=species:S:1:pos:R:3:forces:R:3
C 0.44839 -0.29927 -0.24917 -0.4020 3.6462 0.4172
C 0.17295 -1.47969 0.54917 0.0290 3.6048 1.9428
O 0.93302 -0.01308 -1.27984 -0.0172 -0.7562 -0.1606
O -0.91963 2.31291 -0.88701 -0.5209 -0.0043 -0.0094
O -0.06616 0.90621 0.63960 0.2637 -2.1740 -0.3535
O 0.15225 2.11843 0.03218 0.3399 -0.3565 -0.6390
H 0.24598 -2.34049 0.06092 0.3408 -3.5741 -1.9413
H -0.75357 -1.28138 1.02968 -1.1175 -0.2972 0.2214
H 0.86050 -1.34498 1.36135 0.7181 -0.5505 0.5501
H -1.07373 1.42133 -1.25689 0.3661 0.4618 -0.0278
```
Forces are in eV/Å.

The LUMO energy comes out at 0.59 eV. Its SMILES is CC(=O)OOO. As for the total energy: -379.36467 hartree. Its HOMO-LUMO gap is 10.54 eV. The spin multiplicity is 1. The HOMO energy comes out at -9.948 eV.

5.
ORCA calculation (ωB97M-V/def2-TZVPD) on a cluster of 2 separate species, C4H11NO in total.

Geometry as XYZ:
```
17
Properties=species:S:1:pos:R:3:forces:R:3
N 2.16834 -0.02336 0.78664 -1.3104 1.7365 0.0197
C 1.58654 -0.43921 -0.46022 -0.0397 -0.5223 0.2107
C -2.15077 -0.40419 0.80171 1.0590 -1.2764 0.6040
C -0.61737 -0.18676 0.81057 0.6752 -1.3667 -1.6730
C 0.17960 -0.80015 -0.14995 -1.8147 -0.5722 1.2163
H 2.29922 -0.83430 1.32046 0.1436 -1.2229 1.0539
H 3.04266 0.30702 0.56631 2.6592 1.2027 -0.0860
H 2.22226 -1.26689 -0.77945 -0.6479 -0.4576 -0.8320
H 1.58705 0.30677 -1.28824 0.2533 -0.1226 0.8180
H -2.32514 -1.13543 1.61562 -0.3635 0.2034 -0.3324
H -2.73375 0.47816 1.07875 0.2690 0.0430 -0.2919
H -2.51352 -0.85810 -0.15565 0.3832 0.5768 0.8222
H -0.12030 0.29613 1.68267 -0.5712 0.4300 -1.1979
H -0.12334 -1.77863 -0.60114 -0.6904 1.4341 -0.4001
H -1.40623 2.58927 -1.87121 -2.8238 1.5620 0.5904
H -0.47447 1.57787 -1.29684 -0.0594 0.2851 -0.4927
O -0.62079 2.17180 -2.06002 2.8784 -1.9331 -0.0291
```
Forces are in eV/Å.

The LUMO energy comes out at 0.95 eV. Its SMILES is C/C=C/CN.O. As for the total energy: -288.92766 hartree. Its HOMO-LUMO gap is 9.76 eV. The spin multiplicity is 1. The HOMO energy comes out at -8.801 eV.

6.
ORCA calculation (ωB97M-V/def2-TZVPD) on a cluster of 2 separate species, C3H6O2 in total.

Geometry as XYZ:
```
11
Properties=species:S:1:pos:R:3:forces:R:3
O -0.01684 3.18002 -1.52640 1.0539 1.0380 -0.8678
C -0.74200 2.44438 -0.84857 -0.9328 -1.0209 0.5294
H -0.64247 2.38677 0.25110 -0.1377 -0.1241 0.0104
H -1.52142 1.81556 -1.32778 -0.0275 0.0292 0.2842
C 0.92315 -1.94190 1.79245 1.0738 -0.4723 0.3677
C 0.12648 -1.47849 0.85807 -0.7769 0.3753 -0.8359
O -0.15085 -2.17930 -0.27358 0.3704 -1.0037 0.0670
H 1.24116 -1.37837 2.65639 -0.4847 0.2108 0.0862
H 1.48230 -2.85690 1.62701 -0.1676 -0.0771 -0.0753
H -0.43298 -0.55672 0.88508 0.2475 0.4615 0.3362
H -0.30512 -1.60226 -1.03085 -0.2184 0.5833 0.0979
```
Forces are in eV/Å.

The LUMO energy (spin up / spin down) comes out at 4.02 / 3.93 eV. As for the net charge: -1. As for the total energy: -268.29464 hartree. Its HOMO-LUMO gap (spin up / spin down) is 3.50 / 7.70 eV. The spin multiplicity is 2. The HOMO energy (spin up / spin down) comes out at 0.523 / -3.769 eV.

Copy entry 2 word for word.
ORCA calculation (ωB97M-V/def2-TZVPD) on a structure of composition C5H8N2.

Geometry as XYZ:
```
15
Properties=species:S:1:pos:R:3:forces:R:3
C -1.92611 -0.40279 -1.76836 -0.0804 -0.0016 -0.0293
C -0.69324 -0.98558 -1.13208 0.0941 0.3341 0.2282
C 0.19038 -0.23740 -0.46833 -0.1404 -0.2238 0.1119
C 1.00416 0.19748 0.50295 -0.2551 -0.0469 -0.0642
N 2.30562 0.75109 0.33907 -0.0094 0.1325 -0.1370
C 0.53632 0.02393 1.88075 -0.1290 -0.0443 -0.0604
N -0.66510 -0.30094 2.16248 0.3332 0.0785 0.1161
H -2.24495 0.55762 -1.34520 0.1021 -0.1186 -0.0566
H -1.77965 -0.28963 -2.84820 0.0273 -0.0533 0.1514
H -2.73348 -1.13286 -1.65384 0.1270 0.1030 -0.0342
H 0.52058 -0.52096 -1.62065 0.1009 0.0616 -0.1020
H 2.38118 1.66282 0.77908 -0.0118 -0.0824 -0.0773
H 2.56659 0.85163 -0.63415 -0.0118 -0.0585 0.1174
H 1.31479 0.21315 2.63444 -0.1337 -0.0605 -0.0518
H -0.77708 -0.38755 3.17204 -0.0131 -0.0199 -0.1121
```
Forces are in eV/Å.

The LUMO energy comes out at 0.70 eV. As for the total energy: -304.65318 hartree. Its HOMO-LUMO gap is 7.96 eV. The spin multiplicity is 1. The HOMO energy comes out at -7.254 eV.